Entry 1:
The following is a quantum chemistry calculation of a 40-piece molecular cluster, H80O40 overall at a distorted geometry, from OMol25.

Computed properties:
Energy relative to the best compared isomer or geometry (same formula, charge and spin)   9.349 eV
Total charge   0

Atoms and positions in Å:
H1 -1.67 5.74 -2.97
H2 -2.29 4.38 -3.10
O1 -2.27 5.25 -3.55
H3 3.69 -2.78 3.95
H4 3.16 -3.40 2.65
O2 3.89 -3.46 3.29
H5 3.29 1.51 0.70
H6 2.10 2.09 1.48
O3 2.35 1.70 0.55
H7 -1.05 -5.55 -3.19
H8 -0.80 -4.52 -2.09
O4 -1.34 -4.68 -2.85
H9 -2.64 -1.30 -4.26
H10 -3.70 -0.28 -4.73
O5 -3.51 -1.22 -4.62
H11 -2.33 2.34 -1.40
O6 -3.04 2.86 -1.87
H12 0.89 -4.13 2.09
O7 1.72 -4.59 1.98
H13 1.78 0.61 4.66
H14 1.00 1.31 3.59
O8 1.84 1.34 4.03
H15 -1.71 -0.42 5.00
H16 -2.54 -0.46 6.29
O9 -2.14 0.14 5.63
H17 -0.17 -1.30 0.33
H18 -1.26 -2.17 1.09
O10 -0.53 -2.19 0.48
H19 -1.28 1.66 -5.58
H20 -0.63 2.95 -5.54
O11 -0.43 2.01 -5.67
H21 0.24 4.56 2.00
O12 0.77 4.03 1.39
H22 0.54 -2.19 3.41
H23 1.66 -1.33 2.83
O13 1.51 -2.15 3.36
H24 -1.59 2.63 0.87
H25 -2.88 2.78 1.80
O14 -2.51 2.39 0.96
H26 -0.07 3.84 -3.56
H27 1.22 4.70 -3.36
O15 0.48 4.51 -3.92
H28 2.33 -1.28 -3.81
H29 2.44 -1.48 -5.21
O16 2.22 -0.74 -4.62
H30 -1.37 -2.44 5.20
H31 -1.72 -3.91 5.15
O17 -0.97 -3.30 5.03
H32 -0.97 -2.87 -3.42
H33 -1.40 -2.43 -2.06
O18 -0.99 -2.05 -2.85
H34 -0.92 0.46 -1.44
O19 -1.31 0.37 -0.57
H35 -0.85 -4.94 1.08
H36 -0.04 -5.96 0.56
O20 -0.77 -5.40 0.22
H37 -0.44 0.63 1.08
O21 0.41 0.80 1.43
H38 -3.69 -0.65 2.43
H39 -2.90 -0.75 1.22
O22 -2.86 -1.02 2.13
H40 -6.10 0.36 -1.97
H41 -4.56 0.19 -1.78
O23 -5.29 0.10 -2.42
H42 0.77 2.87 -0.22
H43 0.82 1.62 -0.78
O24 0.61 2.51 -1.11
H44 4.90 -1.98 -2.15
H45 3.59 -2.85 -2.55
O25 4.44 -2.52 -2.81
H46 -3.66 1.71 -5.79
H47 -4.08 1.72 -4.40
O26 -3.23 1.61 -4.96
H48 5.96 -1.73 1.72
H49 6.74 -0.51 1.28
O27 5.97 -1.04 1.06
H50 -2.41 -5.00 2.29
H51 -3.34 -3.82 2.14
O28 -2.72 -4.20 2.74
H52 -3.75 0.39 0.71
H53 -3.87 -0.60 -0.45
O29 -4.08 0.32 -0.18
H54 -2.88 3.02 3.98
H55 -2.91 4.27 3.67
O30 -2.40 3.53 3.32
H56 3.31 5.71 1.42
H57 3.80 4.42 0.83
O31 3.66 4.86 1.67
H58 1.98 -0.76 0.25
O32 1.88 -1.66 0.63
H59 2.93 -4.05 -0.57
H60 3.09 -5.55 0.02
O33 3.46 -4.87 -0.54
H61 -2.26 0.76 -0.61
H62 -3.43 2.04 -2.16
H63 1.04 0.60 0.60
H64 1.85 -5.08 2.84
H65 1.62 4.38 1.72
H66 1.56 -2.14 -0.14
O34 4.13 1.04 2.25
H67 3.49 1.17 2.95
H68 4.77 0.39 2.55
O35 -5.32 -2.79 -0.19
H69 -4.70 -2.65 -0.92
H70 -5.64 -3.66 -0.39
O36 -3.68 -1.72 -1.95
H71 -2.94 -1.61 -2.56
H72 -4.37 -1.44 -2.64
O37 5.38 2.31 -0.79
H73 6.19 2.54 -1.23
H74 5.10 1.41 -0.91
O38 5.04 3.02 -3.83
H75 4.36 2.89 -3.15
H76 4.62 2.41 -4.49
O39 -1.70 2.61 6.19
H77 -0.85 2.54 5.75
H78 -1.90 1.63 6.22
O40 3.07 4.01 -1.13
H79 3.69 3.66 -1.78
H80 2.35 3.40 -0.93

Löwdin atomic charge list, values in e, 5 entries: atom 1 (H): 0.03, atom 2 (H): -0.01, atom 3 (O): -0.07, atom 4 (H): 0.02, atom 5 (H): -0.02

---

Entry 2:
The following is a quantum chemistry calculation of an isolated ion of composition C4H6NO and charge +1 at a distorted geometry, from OMol25.

Computed properties:
SMILES   C[N+]#CCC=O
Energy relative to the best compared isomer or geometry (same formula, charge and spin)   1.461 eV
Total charge   +1

Atoms and positions in Å:
C1 2.39 0.84 0.26
N1 1.20 0.13 0.14
C2 0.14 -0.34 -0.11
C3 -1.18 -0.91 -0.27
C4 -2.47 -0.12 0.02
O1 -2.52 0.95 0.60
H1 1.99 1.89 0.67
H2 3.13 0.31 0.88
H3 2.74 1.00 -0.86
H4 -1.12 -1.73 0.38
H5 -1.02 -1.36 -1.29
H6 -3.29 -0.66 -0.41

Löwdin atomic charge list, values in e, 5 entries: atom 1 (C): -0.02, atom 2 (N): 0.12, atom 3 (C): 0.13, atom 4 (C): -0.05, atom 5 (C): -0.17

---

Entry 3:
The following is a quantum chemistry calculation of C44H57F5O5P2 as an isolated structure at a distorted geometry, from OMol25.

Computed properties:
Total charge   0

Atoms and positions in Å:
C1 5.19 1.08 3.32
C2 4.51 1.63 2.05
C3 3.17 2.30 2.46
C4 3.39 3.78 2.81
C5 2.11 4.64 2.94
C6 0.81 3.88 3.21
C7 -0.39 4.84 2.99
C8 -1.72 4.24 3.42
C9 -2.85 5.28 3.31
C10 -4.13 4.85 4.08
C11 -5.35 4.55 3.17
C12 -5.56 3.03 3.03
C13 -6.91 2.68 2.41
O1 -6.90 1.46 1.62
P1 -6.43 0.15 2.38
O2 -6.78 0.10 3.81
O3 -4.86 -0.05 2.14
O4 -7.06 -1.04 1.53
P2 -7.18 -2.57 2.31
C14 -5.46 -3.24 2.16
O5 -7.94 -3.51 1.19
H1 5.14 1.83 4.11
H2 4.70 0.17 3.67
H3 6.25 0.89 3.12
H4 5.19 2.39 1.66
H5 4.35 0.82 1.36
H6 2.76 1.77 3.32
H7 2.48 2.26 1.61
H8 4.02 3.89 3.69
H9 3.98 4.20 1.99
H10 1.98 5.22 2.02
H11 2.22 5.37 3.75
H12 0.65 3.04 2.53
H13 0.78 3.51 4.23
H14 -0.18 5.77 3.53
H15 -0.42 5.04 1.91
H16 -1.65 3.92 4.46
H17 -1.98 3.41 2.75
H18 -3.10 5.47 2.27
H19 -2.52 6.23 3.75
H20 -4.38 5.55 4.88
H21 -3.87 3.91 4.58
H22 -5.12 4.95 2.18
H23 -6.24 5.05 3.55
H24 -4.78 2.66 2.35
H25 -5.46 2.55 4.00
H26 -7.24 3.49 1.77
H27 -7.66 2.54 3.18
H28 -4.38 0.37 2.87
H29 -5.39 -3.99 1.37
H30 -4.73 -2.46 1.96
H31 -5.23 -3.68 3.13
H32 -7.31 -3.92 0.59
F1 5.23 -0.91 0.31
C15 4.37 -1.37 -0.62
C16 4.66 -2.57 -1.25
C17 3.78 -3.05 -2.21
C18 2.64 -2.33 -2.53
C19 2.37 -1.13 -1.90
C20 3.24 -0.64 -0.93
H33 5.55 -3.12 -0.98
H34 3.98 -3.99 -2.70
H35 1.95 -2.71 -3.28
H36 1.49 -0.56 -2.15
H37 3.05 0.29 -0.42
F2 2.17 -6.03 -1.70
C21 0.84 -5.81 -1.70
C22 0.07 -6.32 -2.73
C23 -1.29 -6.08 -2.72
C24 -1.87 -5.35 -1.69
C25 -1.08 -4.85 -0.67
C26 0.29 -5.08 -0.66
H38 0.54 -6.88 -3.53
H39 -1.91 -6.47 -3.52
H40 -2.94 -5.16 -1.70
H41 -1.52 -4.27 0.13
H42 0.92 -4.71 0.13
F3 7.61 -10.34 -3.06
C27 6.67 -9.41 -2.78
C28 5.81 -9.00 -3.78
C29 4.85 -8.05 -3.48
C30 4.76 -7.51 -2.20
C31 5.65 -7.93 -1.22
C32 6.61 -8.89 -1.50
H43 5.89 -9.43 -4.77
H44 4.16 -7.73 -4.25
H45 4.01 -6.77 -1.98
H46 5.59 -7.51 -0.22
H47 7.30 -9.23 -0.74
F4 1.30 6.04 -0.02
C33 1.52 7.36 -0.21
C34 1.83 8.14 0.88
C35 2.06 9.50 0.69
C36 1.97 10.04 -0.59
C37 1.65 9.23 -1.67
C38 1.42 7.88 -1.48
H48 1.89 7.70 1.87
H49 2.32 10.13 1.53
H50 2.15 11.10 -0.74
H51 1.57 9.66 -2.66
H52 1.18 7.23 -2.31
F5 0.03 -2.45 -5.14
C39 -1.19 -2.62 -5.68
C40 -1.36 -2.35 -7.03
C41 -2.62 -2.53 -7.59
C42 -3.68 -2.96 -6.80
C43 -3.48 -3.22 -5.45
C44 -2.22 -3.05 -4.89
H53 -0.52 -2.01 -7.62
H54 -2.77 -2.33 -8.64
H55 -4.66 -3.10 -7.24
H56 -4.30 -3.55 -4.83
H57 -2.04 -3.25 -3.84

Löwdin atomic charge list, values in e, 5 entries: atom 1 (C): -0.11, atom 2 (C): -0.24, atom 3 (C): -0.22, atom 4 (C): -0.20, atom 5 (C): -0.20

---

Entry 4:
The following is a quantum chemistry calculation of one molecule with the formula C2H2N2O at a distorted geometry, from OMol25.

Computed properties:
SMILES   c1nnco1
Energy relative to the best compared isomer or geometry (same formula, charge and spin)   1.313 eV
Total charge   0

Atoms and positions in Å:
C1 -0.91 0.49 -0.04
N1 -1.12 -0.80 -0.05
N2 0.20 -1.30 0.01
C2 1.00 -0.29 0.00
O1 0.36 0.93 -0.04
H1 -1.68 1.17 0.20
H2 2.14 -0.19 -0.09

Löwdin atomic charge list, values in e, 5 entries: atom 1 (C): -0.23, atom 2 (N): 0.07, atom 3 (N): 0.03, atom 4 (C): -0.19, atom 5 (O): 0.04

---

Entry 5:
The following is a quantum chemistry calculation of a 3-piece molecular cluster, C4H13NO2 overall at a distorted geometry, from OMol25.

Computed properties:
SMILES   C/C=C/NC.O.O
Energy relative to the best compared isomer or geometry (same formula, charge and spin)   3.384 eV
Total charge   0

Atoms and positions in Å:
C1 -2.07 -1.39 0.88
C2 -1.05 -0.36 0.47
C3 0.06 -0.03 1.21
N1 1.37 -0.07 0.70
C4 2.41 0.07 1.68
H1 -1.83 -1.72 1.89
H2 -3.06 -0.92 0.87
H3 -2.06 -2.18 0.13
H4 -1.26 0.25 -0.39
H5 -0.03 0.32 2.22
H6 1.58 0.30 -0.22
H7 2.05 -0.29 2.65
H8 3.23 -0.64 1.55
H9 2.78 1.07 1.92
O1 -1.54 -0.82 -2.49
H10 -0.95 -0.33 -3.06
H11 -1.51 -1.78 -2.60
O2 0.83 2.38 -1.61
H12 0.90 1.50 -1.21
H13 0.48 2.92 -0.90

Löwdin atomic charge list, values in e, 5 entries: atom 1 (C): -0.11, atom 2 (C): -0.19, atom 3 (C): -0.17, atom 4 (N): -0.09, atom 5 (C): -0.14

---

Entry 6:
The following is a quantum chemistry calculation of a 2-piece molecular cluster, C5H9ClP overall at a distorted geometry, from OMol25.

Computed properties:
Energy relative to the best compared isomer or geometry (same formula, charge and spin)   2.489 eV
Total charge   +1

Atoms and positions in Å:
C1 -3.04 1.36 -0.10
C2 -3.07 0.30 0.43
C3 0.28 -0.62 1.55
C4 2.77 -0.24 -0.19
C5 -0.04 0.01 -1.28
P1 0.98 0.15 0.22
Cl1 -3.37 -1.16 1.04
H1 -0.81 -0.57 1.59
H2 -2.99 2.34 -0.33
H3 0.84 -0.73 2.41
H4 3.34 0.38 0.62
H5 3.02 0.03 -1.16
H6 2.87 -1.40 0.08
H7 -1.13 0.12 -1.09
H8 0.39 -0.79 -1.79
H9 -0.03 0.83 -2.01

Löwdin atomic charge list, values in e, 5 entries: atom 1 (C): 0.07, atom 2 (C): -0.77, atom 3 (C): -0.07, atom 4 (C): -0.19, atom 5 (C): -0.22

---

Entry 7:
The following is a quantum chemistry calculation of one molecule with the formula C5H14NO2P at a distorted geometry, from OMol25.

Computed properties:
SMILES   CC(C)C[C@H](N)[P@@H](=O)O
Energy relative to the best compared isomer or geometry (same formula, charge and spin)   0.200 eV
Total charge   0

Atoms and positions in Å:
C1 2.13 1.13 -0.76
C2 0.85 0.74 0.00
C3 1.29 0.07 1.29
C4 0.01 -0.18 -0.90
C5 -1.21 -0.68 -0.15
N1 -1.86 -1.59 -1.03
P1 -2.52 0.68 0.45
O1 -2.99 1.68 -0.48
O2 -3.57 -0.52 0.69
H1 2.99 0.38 -0.55
H2 1.94 0.92 -1.87
H3 2.47 2.08 -0.56
H4 0.37 1.64 0.08
H5 1.87 -0.78 1.07
H6 0.43 -0.35 1.73
H7 1.75 0.85 1.78
H8 -0.29 0.18 -1.84
H9 0.62 -1.15 -1.22
H10 -0.88 -1.15 0.85
H11 -2.55 -1.15 -1.61
H12 -2.37 -2.25 -0.44
H13 -2.21 1.05 1.68
H14 -4.43 -0.24 0.95

Löwdin atomic charge list, values in e, 5 entries: atom 1 (C): -0.08, atom 2 (C): -0.43, atom 3 (C): -0.06, atom 4 (C): -0.20, atom 5 (C): -0.45

---

Entry 8:
The following is a quantum chemistry calculation of a 3-piece molecular cluster, C35H25NO10 overall, from OMol25.

Computed properties:
SMILES   Cc1ccccc1Cc1cc(-c2ccccn2)cc2c1C(=O)C=CC2=O.O=C1C=C(O)C(=O)C=C1O.O=C1C=C(O)C(=O)C=C1O
Total charge   0

Atoms and positions in Å:
C1 2.15 -2.07 2.52
C2 2.45 -0.60 2.34
C3 1.71 0.31 3.10
C4 1.94 1.67 3.03
C5 2.94 2.15 2.19
C6 3.66 1.25 1.42
C7 3.43 -0.12 1.47
C8 4.24 -1.00 0.55
C9 3.48 -2.09 -0.16
C10 3.90 -3.41 -0.06
C11 3.19 -4.46 -0.63
C12 3.68 -5.86 -0.47
C13 3.20 -6.66 0.57
C14 3.70 -7.95 0.69
C15 4.65 -8.40 -0.21
C16 5.06 -7.53 -1.22
N1 4.59 -6.29 -1.35
C17 2.00 -4.20 -1.31
C18 1.56 -2.89 -1.41
C19 2.31 -1.84 -0.88
C20 1.79 -0.45 -1.09
O1 2.52 0.50 -1.21
C21 0.31 -0.32 -1.18
C22 -0.41 -1.34 -1.64
C23 0.25 -2.60 -2.06
O2 -0.26 -3.36 -2.86
H1 1.70 -2.24 3.49
H2 1.45 -2.43 1.76
H3 3.05 -2.68 2.43
H4 0.95 -0.07 3.77
H5 1.36 2.36 3.63
H6 3.15 3.21 2.11
H7 4.41 1.63 0.73
H8 5.06 -1.46 1.11
H9 4.70 -0.36 -0.20
H10 4.80 -3.63 0.50
H11 2.46 -6.27 1.25
H12 3.34 -8.59 1.49
H13 5.05 -9.39 -0.14
H14 5.80 -7.84 -1.94
H15 1.42 -5.00 -1.74
H16 -0.11 0.63 -0.89
H17 -1.48 -1.26 -1.77
O3 -1.49 2.20 -0.09
C24 -2.32 2.48 0.75
C25 -3.69 2.03 0.74
C26 -4.52 2.44 1.71
O4 -5.79 2.10 1.78
C27 -4.06 3.35 2.82
O5 -4.91 3.67 3.64
C28 -2.68 3.79 2.85
C29 -1.85 3.38 1.88
O6 -0.58 3.71 1.81
H18 -4.01 1.39 -0.07
H19 -6.14 2.54 2.58
H20 -2.37 4.43 3.66
H21 -0.20 3.27 1.03
O7 -4.98 7.51 -3.76
C30 -4.99 6.34 -3.43
C31 -4.74 5.23 -4.33
C32 -4.79 3.98 -3.85
O8 -4.57 2.90 -4.58
C33 -5.10 3.69 -2.40
O9 -5.12 2.52 -2.07
C34 -5.34 4.79 -1.50
C35 -5.29 6.04 -1.98
O10 -5.49 7.13 -1.25
H22 -4.52 5.45 -5.37
H23 -4.67 2.13 -3.97
H24 -5.56 4.57 -0.46
H25 -5.40 7.89 -1.86

Löwdin atomic charge list, values in e, 5 entries: atom 1 (C): -0.03, atom 2 (C): -0.21, atom 3 (C): -0.05, atom 4 (C): -0.09, atom 5 (C): -0.08

---

Number 1: DFT total energy -3057.413789 Ha, HOMO energy -10.041 eV, orbital gap 9.29 eV. Number 2: DFT total energy -285.668498 Ha, HOMO energy -15.072 eV, orbital gap 10.85 eV. Number 3: DFT total energy -3269.182039 Ha, HOMO energy -9.197 eV, orbital gap 9.38 eV. Number 4: DFT total energy -262.115674 Ha, HOMO energy -10.751 eV, orbital gap 11.64 eV. Number 5: DFT total energy -365.318144 Ha, HOMO energy -6.891 eV, orbital gap 7.67 eV. Number 6: DFT total energy -997.030586 Ha, HOMO energy -13.624 eV, orbital gap 7.68 eV. Number 7: DFT total energy -745.490704 Ha, HOMO energy -9.095 eV, orbital gap 9.71 eV. Number 8: DFT total energy -2155.895400 Ha, HOMO energy -8.990 eV, orbital gap 7.41 eV.